68
Properties=species:S:1:pos:R:3:forces:R:3 method="wB97M-V/def2-TZVPD" e_lumo_ev="-3.19 / -3.32" gap_ha="0.26289 / 0.26221" charge=+1 energy_ha=-3760.3893 homo_ha="-0.37997 / -0.38404" fmax_ev_per_a=0.4 multiplicity=5
Cr -1.360553 0.767096 -0.601246 0.23 -0.27 0.15
C -2.501486 -0.888042 3.227146 0.05 0.03 0.04
C -2.388831 -0.419200 1.817824 -0.05 -0.02 -0.09
N -1.392280 0.239223 1.341407 0.00 0.01 -0.04
N -0.301660 0.556781 2.090457 -0.13 -0.08 0.07
C 0.603317 1.132590 1.308328 0.18 0.06 0.00
O 0.436375 1.392744 0.065039 -0.16 0.00 -0.01
C 1.909657 1.458633 1.931289 -0.01 0.02 -0.05
C 2.199037 1.067258 3.237420 -0.01 -0.01 0.00
C 3.444545 1.334895 3.780561 0.02 0.00 0.01
C 4.405131 1.996949 3.026670 0.00 0.00 0.00
C 4.118883 2.391969 1.727002 0.00 0.01 -0.01
C 2.875671 2.121929 1.178668 -0.02 -0.01 0.02
C -3.424881 -0.738803 0.807064 0.04 0.01 0.04
C -4.563858 -1.465164 1.119986 0.01 0.02 -0.09
C -5.475193 -1.759992 0.116338 0.03 0.02 -0.01
C -5.227653 -1.322240 -1.172955 0.04 0.02 0.00
C -4.071113 -0.597688 -1.410881 -0.06 -0.02 -0.01
N -3.188855 -0.310205 -0.458026 0.00 0.03 0.14
H -1.632616 -0.557871 3.789613 -0.01 0.00 -0.01
H -2.561161 -1.978083 3.270234 0.00 -0.01 0.00
H -3.403139 -0.490638 3.696753 -0.01 0.00 0.01
H 1.446550 0.549023 3.814623 -0.02 0.00 0.00
H 3.668101 1.027586 4.793404 0.00 0.00 0.01
H 5.377291 2.205343 3.453283 0.01 0.00 0.01
H 4.866824 2.906220 1.138275 0.01 0.00 0.00
H 2.646859 2.402927 0.160566 -0.01 0.00 -0.01
H -4.733895 -1.798023 2.132847 0.01 0.00 0.02
H -6.367868 -2.326566 0.342956 -0.01 -0.01 0.00
H -5.908648 -1.531188 -1.984283 -0.01 -0.01 -0.01
H -3.838181 -0.231061 -2.403192 -0.01 -0.01 0.00
C 3.759781 -2.355433 1.399578 0.06 0.02 0.05
C 4.119271 -1.848520 0.009632 0.06 -0.02 -0.01
S 2.892737 -0.708920 -0.693763 0.02 -0.03 -0.01
C 2.253756 -1.630577 -2.104966 0.01 0.03 -0.09
C 1.296841 -2.773882 -1.799276 0.05 -0.05 0.04
S -0.225435 -2.229006 -0.972857 -0.12 0.09 -0.10
C -0.176044 -2.988855 0.669644 0.03 -0.08 0.04
C 0.934884 -2.541121 1.615086 -0.05 0.04 -0.01
S 2.425724 -3.574455 1.461553 -0.02 -0.01 0.01
H 3.525160 -1.525270 2.069050 -0.03 -0.01 0.00
H 4.624755 -2.866983 1.827074 0.00 0.00 -0.01
H 4.264919 -2.684988 -0.675152 -0.02 0.01 -0.02
H 5.065122 -1.306062 0.063931 -0.01 0.01 0.00
H 3.083458 -2.001737 -2.711340 0.02 0.01 0.04
H 1.750093 -0.869059 -2.706469 -0.01 -0.02 -0.01
H 1.769880 -3.523059 -1.165790 -0.01 0.03 0.01
H 1.008957 -3.265573 -2.730571 -0.04 0.02 0.00
H -0.180162 -4.073550 0.549420 0.01 0.01 -0.01
H -1.148850 -2.723059 1.089441 0.00 0.02 0.00
H 0.570981 -2.607787 2.641940 0.03 -0.02 0.01
H 1.207638 -1.507472 1.422591 0.00 -0.01 0.01
N -1.480266 5.174741 -1.038700 0.03 0.00 -0.06
C -1.871023 4.192219 -0.222714 -0.03 -0.10 0.02
N -1.802725 3.042614 -0.862235 -0.06 0.22 -0.08
C -1.339233 3.401405 -2.092720 0.01 0.14 0.08
N -1.132046 4.688177 -2.241514 -0.03 0.00 0.01
C -1.077095 2.399933 -3.124985 0.01 -0.12 -0.08
C -0.803884 2.731187 -4.448290 0.01 -0.04 0.04
N -0.578043 1.800571 -5.362735 0.00 -0.01 -0.04
C -0.628812 0.533717 -4.966455 0.00 -0.06 0.05
C -0.896747 0.184715 -3.651443 0.01 0.04 -0.05
N -1.117241 1.121111 -2.728516 0.01 0.10 -0.02
H -1.417431 6.163659 -0.854687 0.00 -0.01 -0.01
H -2.185815 4.346871 0.795339 -0.01 -0.01 0.02
H -0.769067 3.767545 -4.757713 -0.01 0.01 0.01
H -0.448286 -0.231316 -5.710540 0.00 0.01 -0.02
H -0.932136 -0.848151 -3.328036 -0.01 0.00 0.00

***

49
Properties=species:S:1:pos:R:3:forces:R:3 method="wB97M-V/def2-TZVPD" e_lumo_ev=-6.40 gap_ha=0.22367 charge=+1 energy_ha=-9019.5353 homo_ha=-0.45891 fmax_ev_per_a=2.8
Hg -2.813467 1.127171 -0.018977 -0.16 -0.53 -1.29
Hg 0.907703 2.505301 0.229113 -2.37 -1.55 -0.32
C -1.678347 4.396551 0.425523 0.11 0.45 -0.15
O -1.452597 3.014891 0.289893 1.37 -1.50 -0.16
H -2.081027 4.858361 -0.475967 -0.41 -0.17 -0.11
H -2.314837 4.613611 1.283343 -0.01 0.11 0.00
H -0.707797 4.878471 0.543363 -0.07 0.32 0.41
Cl -4.598037 -0.312909 -1.235837 1.42 1.24 1.09
Cl -0.308927 -0.018799 -0.150537 -0.02 0.89 0.14
C 2.150613 3.233641 -3.074657 -0.25 -0.77 0.53
Cl 0.552403 3.877831 -2.624307 0.64 0.13 0.04
Cl 2.384923 1.671361 -2.143797 0.00 0.84 -0.08
H 2.161003 2.969281 -4.132057 -0.01 0.16 0.22
H 2.960013 3.894121 -2.763617 -0.32 -0.02 -0.19
C 2.607863 -1.748749 -2.683097 0.48 -0.11 0.07
Cl 3.668343 -1.617949 -1.262657 0.07 0.61 0.23
Cl 3.080613 -3.245239 -3.442537 -0.41 -0.60 -0.65
H 1.577273 -1.764069 -2.328497 0.14 -0.01 -0.27
H 2.844073 -0.954079 -3.390767 -0.22 0.03 0.35
C 2.857293 -1.124609 1.714503 -0.67 0.28 1.38
Cl 2.787113 0.601131 1.150053 0.90 -0.38 -0.21
Cl 2.381563 -1.048859 3.447753 0.18 -0.44 -0.50
H 2.142543 -1.758189 1.189333 0.17 0.41 -0.12
H 3.884543 -1.488119 1.687653 -0.19 0.36 -0.34
C -0.118137 -5.003899 3.055403 0.27 0.05 0.46
Cl -0.074587 -4.567079 1.331323 -0.11 0.07 0.31
Cl -1.769957 -5.280229 3.695373 0.68 0.04 -0.39
H 0.526503 -5.872229 3.191573 -0.55 -0.19 -0.11
H 0.332963 -4.211689 3.652913 -0.25 0.16 -0.29
C 2.021043 3.569031 4.135213 0.70 0.55 0.40
Cl 0.865673 2.652491 3.114223 0.05 0.48 0.06
Cl 3.664403 2.907131 4.059563 -0.49 0.05 0.01
H 2.089593 4.624551 3.871993 -0.26 -0.29 -0.57
H 1.659833 3.568171 5.163623 -0.08 -0.59 -0.18
C -2.845277 0.813311 -4.377637 -0.18 0.07 -0.70
Cl -2.033017 1.721801 -3.092257 0.15 -0.06 0.21
Cl -4.326807 1.668981 -4.900957 0.51 -0.54 0.21
H -2.148407 0.783961 -5.215257 -0.19 0.16 0.08
H -3.041577 -0.212339 -4.065197 -0.31 0.35 0.30
C -1.829447 -3.482589 -1.981627 -0.26 0.34 -0.38
Cl -2.710207 -3.056989 -3.484857 0.06 -0.32 0.32
Cl -0.141647 -3.866459 -2.351657 0.02 0.07 0.18
H -1.903137 -2.581509 -1.372757 0.22 -0.32 0.15
H -2.259727 -4.366049 -1.509967 -0.13 0.29 -0.20
C -1.756347 -1.414639 2.995383 0.81 0.28 -0.49
Cl -3.162147 -0.798329 2.079263 -0.14 -0.45 0.61
Cl -0.969757 -0.082989 3.927903 -0.54 -0.89 -0.43
H -1.981587 -2.280649 3.617783 -0.59 0.53 0.26
H -1.081087 -1.791899 2.227393 0.23 0.44 0.11

***

24
Properties=species:S:1:pos:R:3:forces:R:3 method="wB97M-V/def2-TZVPD" e_lumo_ev=0.65 gap_ha=0.36874 energy_ha=-496.9467 homo_ha=-0.34492 fmax_ev_per_a=7.6
C -1.906411 -0.806642 -0.316411 -0.74 -2.78 2.92
N -0.757704 -1.707151 0.228992 0.35 2.90 -7.00
C 0.378956 -1.786832 -0.634067 -4.44 2.72 -1.03
C 1.431041 -2.758474 -0.278369 0.46 -0.08 2.86
O 0.230473 -1.076253 -1.682526 1.86 -2.30 2.42
H -2.507476 -1.302015 -1.091444 0.45 -0.13 0.29
H -2.572424 -0.595097 0.581803 0.61 -0.55 -1.15
H -1.624226 0.130761 -0.665640 0.71 1.16 -0.52
H -0.831450 -2.041109 1.096252 -0.11 -1.64 3.86
H 1.905773 -3.048699 -1.150848 0.92 -0.69 -1.80
H 2.296849 -2.322622 0.394404 -2.04 -0.79 -1.00
H 0.900439 -3.664719 0.179347 1.12 1.29 -0.34
C 0.627808 2.751942 -1.315224 1.97 1.41 5.60
N 0.057847 1.681838 -0.469866 1.90 1.97 2.53
C 0.509017 1.760046 0.894493 -2.27 1.24 0.78
C -0.273046 0.759459 1.869006 1.71 -2.04 -2.03
O 1.138286 2.729123 1.353323 -0.83 -2.26 -1.41
H 0.466429 2.483631 -2.246505 -0.21 -1.15 -4.71
H 0.114530 3.720979 -1.124333 0.26 -0.67 0.02
H 1.750077 2.921246 -0.983864 -2.14 -0.35 -1.17
H -0.119832 0.791785 -0.893349 0.42 -0.34 -0.11
H -0.247415 1.010176 2.906902 0.00 0.94 0.42
H -1.342019 0.627616 1.478963 1.90 0.04 0.81
H 0.374477 -0.258989 1.868964 -1.85 2.12 -0.24